# 1
C2H5N3S | the ωB97M-V functional and the def2-TZVPD basis

Element x y z (Å)
H1 3.412322 -0.208186 -0.401383
N1 -1.684907 -0.456208 -0.333529
C1 -1.086018 -1.379127 0.358616
C2 0.182903 1.293697 0.193767
S1 1.909613 -0.694875 -0.277705
H2 -1.417465 -2.347471 0.416849
N2 1.329717 0.864652 0.366885
N3 -1.020957 0.663088 -0.364837
H3 -0.094279 -1.318910 0.941813
H4 -1.489053 1.213384 -1.152191
H5 -0.041874 2.369952 0.251715

Forces on atoms 1 to 2 (eV/Å):
-3.397 -1.008 0.429
2.027 -4.257 1.993

Results
Total charge: 0
Relative energy (zero: lowest compared OMol25 entry of this formula, charge and spin): 4.555 eV
Frontier orbital gap: 8.941 eV
Energy: -641.51665 Eh
Spin multiplicity: 1
E_LUMO: 0.34 eV
Highest occupied orbital energy: -8.6 eV

---

# 2
C2H5N3S2 | the ωB97M-V functional and the def2-TZVPD basis

Element x y z (Å)
H1 0.775635 1.999660 -0.582592
N1 0.539019 -1.332986 0.031952
H2 1.796916 0.050620 1.496259
N2 -1.107000 1.346026 0.032613
H3 1.234339 -2.043229 -0.370648
N3 0.166314 1.030932 -0.462566
H4 -2.985731 0.803411 0.378206
C1 -2.011376 0.454029 0.128982
S1 0.749641 -1.133873 1.610031
H5 -2.043863 -0.761052 0.180306
S2 2.028406 -0.221717 -1.786355
C2 0.857700 -0.191821 -0.656189

Forces on atoms 1 to 2 (eV/Å):
-2.140 -3.890 0.163
1.195 -1.780 -3.422

Results
Total charge: 0
Relative energy (zero: lowest compared OMol25 entry of this formula, charge and spin): 4.652 eV
Frontier orbital gap: 8.625 eV
Energy: -1039.71240 Eh
Spin multiplicity: 1
E_LUMO: -0.15 eV
Highest occupied orbital energy: -8.8 eV

---

# 3
C2H5N3S2 | the ωB97M-V functional and the def2-TZVPD basis

Element x y z (Å)
S1 -2.691529 -0.373599 -0.603463
N1 -0.423932 0.847388 -0.564258
H1 1.056510 2.152902 0.642601
C1 0.838548 1.270107 0.012821
H2 0.560329 -1.121515 -1.147721
H3 0.490330 -0.813139 1.411434
N2 1.844189 0.527817 -0.132750
H4 -0.962856 -1.736559 1.306978
S2 1.798004 -1.084167 -0.713085
C2 -1.134515 -0.205001 -0.004190
N3 -0.511365 -0.878387 1.027036
H5 -0.863708 1.414154 -1.235408

Forces on atoms 1 to 2 (eV/Å):
0.510 -0.883 0.523
1.741 -0.346 2.701

Results
Total charge: 0
Relative energy (zero: lowest compared OMol25 entry of this formula, charge and spin): 2.097 eV
Frontier orbital gap: 9.096 eV
Energy: -1039.80631 Eh
Spin multiplicity: 1
E_LUMO: 0.52 eV
Highest occupied orbital energy: -8.6 eV

---

# 4
C2H5N3S3 | the ωB97M-V functional and the def2-TZVPD basis

Element x y z (Å)
S1 2.889111 0.514558 -0.465654
S2 -0.978540 -1.182621 -0.726645
H1 2.121636 -1.303060 1.792336
N1 1.346922 -1.020148 1.101032
S3 -3.639359 0.070034 -0.088323
C1 -1.947746 0.256943 -0.118673
H2 0.662730 -0.170478 -1.937090
C2 1.541923 -0.374426 -0.068363
H3 0.420180 -1.308503 1.305346
H4 -1.652470 2.261079 0.156832
N2 0.467169 -0.445470 -0.958986
N3 -1.106541 1.360908 0.080645
H5 -0.125009 1.341178 -0.072461

Forces on atoms 1 to 2 (eV/Å):
-0.264 -0.373 0.007
-1.706 0.348 0.890

Results
Total charge: 0
Relative energy (zero: lowest compared OMol25 entry of this formula, charge and spin): 0.226 eV
Frontier orbital gap: 8.940 eV
Energy: -1438.03531 Eh
Spin multiplicity: 1
E_LUMO: 0.17 eV
Highest occupied orbital energy: -8.8 eV

---

# 5
C2H5N4O | the ωB97M-V functional and the def2-TZVPD basis

Element x y z (Å)
H1 2.434736 -0.052642 0.760779
H2 0.749672 1.339626 -1.301438
N1 -0.695287 1.126271 0.050057
C1 1.516706 0.052126 0.326869
H3 1.026386 -1.917005 0.689929
O1 -2.542264 -0.146098 0.043973
N2 0.631803 1.445739 -0.281001
C2 -1.393971 0.024681 -0.146138
N3 -0.424340 -1.031539 -0.396434
H4 -0.957696 -1.817586 -0.471626
N4 0.784192 -0.954965 0.258084
H5 -1.129940 1.931393 0.466950

Forces on atoms 1 to 2 (eV/Å):
2.404 0.543 1.185
0.183 -0.017 0.378

Results
Total charge: +1
Relative energy (zero: lowest compared OMol25 entry of this formula, charge and spin): 4.205 eV
Frontier orbital gap: 10.077 eV
Energy: -373.08025 Eh
Spin multiplicity: 1
E_LUMO: -5.24 eV
Highest occupied orbital energy: -15.3 eV

---

# 6
C2H5N5 | the ωB97M-V functional and the def2-TZVPD basis

Element x y z (Å)
N1 -0.050073 0.946222 0.046723
N2 -2.024196 -0.719634 -0.147091
N3 -2.194600 0.585414 0.019400
N4 -1.178229 1.192839 0.113153
H1 1.764844 1.643381 0.920066
N5 -0.097531 -2.122739 0.015754
H2 1.274180 2.471872 -0.549180
H3 1.618922 0.658995 -0.631130
H4 -0.114546 -2.633019 0.948368
H5 0.670688 -2.270015 -0.624280
C1 1.248674 1.445936 -0.043048
C2 -0.918136 -1.199247 -0.068736

Forces on atoms 1 to 2 (eV/Å):
1.371 3.211 0.242
-0.291 0.411 0.039

Results
Total charge: +2
Relative energy (zero: lowest compared OMol25 entry of this formula, charge and spin): 6.875 eV
Frontier orbital gap (spin up / spin down): 6.995 / 6.987 eV
Energy: -351.97105 Eh
Spin multiplicity: 1
E_LUMO (spin up / spin down): -14.09 / -14.11 eV
Highest occupied orbital energy (spin up / spin down): -21.1 / -21.1 eV

---

# 7
C2H5N5O | the ωB97M-V functional and the def2-TZVPD basis

Element x y z (Å)
N1 -0.202458 -0.979754 1.251730
N2 0.289531 2.257601 0.046032
H1 1.005207 1.655156 1.933263
H2 -1.000331 -2.710275 1.278302
C1 -0.086047 0.103482 0.608619
H3 -1.134371 -1.922708 -0.262571
N3 -0.571639 -2.101197 0.567715
N4 -0.253299 0.213888 -0.829131
N5 -0.443011 1.565576 -0.962892
C2 0.536605 1.413020 1.024496
H4 0.829481 -1.270314 -1.494225
H5 -0.005831 1.863856 -1.762076
O1 1.036164 -0.088330 -1.399262

Forces on atoms 1 to 2 (eV/Å):
0.166 0.697 0.030
0.800 -1.193 2.372

Results
Total charge: 0
Relative energy (zero: lowest compared OMol25 entry of this formula, charge and spin): 5.119 eV
Frontier orbital gap: 9.169 eV
Energy: -428.03502 Eh
Spin multiplicity: 1
E_LUMO: 0.26 eV
Highest occupied orbital energy: -8.9 eV

---

# 8
C2H5N5O | the ωB97M-V functional and the def2-TZVPD basis

Element x y z (Å)
N1 0.440661 -0.615243 -0.343207
N2 -1.162854 1.035625 0.677284
N3 -3.566594 0.722233 0.730746
C1 -2.303084 0.897771 0.542958
O1 1.429504 -1.440507 -0.982720
H1 -4.005209 0.433796 1.701173
H2 -4.189900 0.726464 -0.073588
N4 0.869092 0.430763 0.057637
H3 3.256882 -0.068076 -1.329297
C2 2.745418 -0.987015 -0.783652
H4 3.023504 -0.692310 0.242004
H5 3.340513 -1.761841 -1.074995
N5 0.122068 1.318339 0.635657

Forces on atoms 1 to 2 (eV/Å):
-1.336 -2.229 -1.030
0.616 -0.375 -0.539

Results
Total charge: 0
Relative energy (zero: lowest compared OMol25 entry of this formula, charge and spin): 6.370 eV
Frontier orbital gap: 8.061 eV
Energy: -427.98903 Eh
Spin multiplicity: 1
E_LUMO: -0.07 eV
Highest occupied orbital energy: -8.1 eV

---

# 9
C2H5N5O | the ωB97M-V functional and the def2-TZVPD basis

Element x y z (Å)
H1 0.134462 -1.444845 2.989593
N1 0.128634 2.100832 0.045828
O1 0.301275 0.306289 1.327706
C1 0.015205 -0.051654 -0.900759
H2 -0.591604 2.740033 -0.423347
C2 -0.025889 -0.930144 1.184705
N2 -0.319122 0.830169 0.051463
N3 0.084918 -1.218695 -0.255098
H3 0.269149 -2.333477 -0.436972
N4 -0.245003 -1.885358 2.056276
N5 -0.238551 0.355344 -2.160234
H4 0.629422 2.183146 -0.800796
H5 -0.142896 -0.651642 -2.678364

Forces on atoms 1 to 2 (eV/Å):
-1.513 -1.089 -1.809
-1.680 3.310 -2.483

Results
Total charge: 0
Relative energy (zero: lowest compared OMol25 entry of this formula, charge and spin): 4.256 eV
Frontier orbital gap: 10.188 eV
Energy: -428.06670 Eh
Spin multiplicity: 1
E_LUMO: 0.55 eV
Highest occupied orbital energy: -9.6 eV

---

# 10
C2H5N5O | the ωB97M-V functional and the def2-TZVPD basis

Element x y z (Å)
N1 0.247129 -0.956553 -0.121348
H1 -0.913524 1.784048 -0.923572
N2 -1.883764 0.738287 0.269458
N3 -0.963369 -1.391568 -0.183316
H2 2.298671 1.833201 0.044159
H3 -3.030962 -0.973072 -0.016172
O1 2.651537 -0.415321 0.299620
C1 -1.930936 -0.593461 0.055533
C2 0.474953 0.359808 -0.216997
N4 -0.672214 1.236951 -0.066607
H4 1.893651 -1.026905 0.524747
H5 -2.487608 1.210289 0.987698
N5 1.809843 0.643873 -0.190334

Forces on atoms 1 to 2 (eV/Å):
4.624 3.529 0.020
1.484 -0.425 0.665

Results
Total charge: 0
Relative energy (zero: lowest compared OMol25 entry of this formula, charge and spin): 6.124 eV
Frontier orbital gap: 8.102 eV
Energy: -427.99809 Eh
Spin multiplicity: 1
E_LUMO: 0.36 eV
Highest occupied orbital energy: -7.7 eV